1.
{"formula": "C6H16N2", "method": "ωB97M-V/def2-TZVPD", "species": ["N", "N", "C", "C", "C", "C", "C", "C", "H", "H", "H", "H", "H", "H", "H", "H", "H", "H", "H", "H", "H", "H", "H", "H"], "xyz": [[-0.008, 0.729, -1.621], [-2.392, -0.247, -0.601], [3.168, -0.501, 0.717], [-0.081, -0.594, -1.644], [-2.150, -0.148, 0.828], [-2.409, 1.267, 1.335], [2.956, 0.776, -0.077], [-1.524, -1.186, -1.295], [3.643, 0.782, -0.928], [3.022, 1.708, 0.480], [-2.680, 1.249, 2.391], [-3.202, 1.756, 0.765], [4.177, -0.695, 1.084], [1.955, 0.726, -0.494], [0.642, -1.410, -1.806], [-1.975, 0.610, -0.994], [0.169, 0.043, -0.614], [-1.353, -2.065, -0.663], [-1.941, -1.499, -2.259], [2.905, -1.323, 0.042], [-1.503, 1.864, 1.263], [-1.124, -0.430, 1.146], [-2.784, -0.860, 1.371], [2.491, -0.552, 1.576]], "gap_ev": 9.1, "e_above_lowest_kj_mol": 479.5, "e_lumo_ev": 0.5}

=====

2.
{"formula": "C6H16N2O", "method": "ωB97M-V/def2-TZVPD", "species": ["O", "N", "N", "C", "C", "C", "C", "C", "C", "H", "H", "H", "H", "H", "H", "H", "H", "H", "H", "H", "H", "H", "H", "H", "H"], "xyz": [[0.512, 0.113, 1.598], [1.563, 2.029, -0.088], [-2.193, 0.952, 1.247], [-1.945, 0.458, -0.041], [-2.778, -0.711, -0.501], [0.485, -1.789, 0.154], [0.402, -0.308, 0.434], [1.613, 0.756, -0.677], [2.951, 0.076, -0.532], [-2.752, 0.344, 1.838], [1.232, 0.751, -1.698], [1.673, 1.939, 0.924], [0.671, 2.491, -0.229], [-0.479, 0.273, -0.441], [3.202, -0.050, 0.523], [1.497, -2.158, 0.317], [0.184, -2.009, -0.871], [3.733, 0.690, -0.989], [-0.178, -2.328, 0.836], [-3.848, -0.499, -0.409], [-1.976, 1.289, -0.746], [2.959, -0.902, -1.009], [-2.579, -1.591, 0.115], [-1.352, 1.124, 1.796], [-2.595, -0.939, -1.551]], "gap_ev": 8.1, "e_above_lowest_kj_mol": 385.1, "e_lumo_ev": 0.7}

=====

3.
{"formula": "C6H16N2O", "method": "ωB97M-V/def2-TZVPD", "species": ["O", "N", "N", "C", "C", "C", "C", "C", "C", "H", "H", "H", "H", "H", "H", "H", "H", "H", "H", "H", "H", "H", "H", "H", "H"], "xyz": [[-1.495, 1.007, 0.762], [1.864, 1.883, 1.181], [0.567, -1.063, -1.670], [-1.297, -0.068, -0.171], [0.296, -0.138, -0.575], [1.111, -0.452, 0.678], [-1.839, -1.335, 0.490], [-2.132, 0.255, -1.416], [2.340, 0.548, 0.840], [1.507, -1.473, 0.658], [1.212, -0.649, -2.339], [-3.174, 0.472, -1.147], [-1.664, -2.223, -0.124], [1.306, 1.839, 2.035], [-1.010, 1.779, 0.423], [0.546, 0.865, -0.939], [-1.400, -1.497, 1.480], [2.932, 0.583, -0.079], [0.533, -0.373, 1.604], [-2.919, -1.249, 0.668], [2.984, 0.169, 1.642], [2.657, 2.487, 1.397], [-1.751, 1.149, -1.924], [-2.133, -0.573, -2.131], [0.958, -1.943, -1.343]], "gap_ev": 9.9, "e_above_lowest_kj_mol": 88.3, "smiles": "CC(C)(O)[C@H](N)CCN", "e_lumo_ev": 1.0}

=====

4.
{"formula": "C6H16N2O", "method": "ωB97M-V/def2-TZVPD", "species": ["O", "N", "N", "C", "C", "C", "C", "C", "C", "H", "H", "H", "H", "H", "H", "H", "H", "H", "H", "H", "H", "H", "H", "H", "H"], "xyz": [[0.554, 1.685, -1.007], [2.572, -1.745, 1.525], [1.295, 0.062, 0.706], [-2.149, 1.732, -1.047], [0.847, -2.172, -0.131], [1.559, -1.334, 0.632], [-0.337, -1.804, -0.974], [-1.172, 1.939, 0.069], [-1.143, 1.094, 1.191], [-1.846, 0.264, 1.208], [-0.230, -2.198, -1.989], [3.455, -1.269, 1.380], [-0.973, 1.566, 2.155], [0.121, 0.416, 1.068], [-0.833, 2.959, 0.198], [-0.457, -0.725, -1.052], [2.720, -2.745, 1.519], [-2.254, 0.674, -1.293], [-1.269, -2.215, -0.570], [0.335, 1.445, -1.914], [1.926, 0.527, 1.350], [1.143, -3.216, -0.128], [1.144, 0.685, -0.235], [-3.132, 2.088, -0.719], [-1.874, 2.286, -1.944]], "gap_ev": 8.7, "e_above_lowest_kj_mol": 370.5, "e_lumo_ev": 1.0}

=====

5.
{"formula": "C6H16N2O", "method": "ωB97M-V/def2-TZVPD", "species": ["O", "N", "N", "C", "C", "C", "C", "C", "C", "H", "H", "H", "H", "H", "H", "H", "H", "H", "H", "H", "H", "H", "H", "H", "H"], "xyz": [[-0.848, 2.432, 0.475], [2.323, -0.837, -0.701], [1.977, 0.186, 1.299], [-1.370, -1.816, -0.865], [-0.383, 1.974, -0.738], [-1.529, -0.865, 1.467], [0.943, 1.987, -0.982], [1.478, -0.174, 0.103], [-1.342, -0.554, -0.015], [-2.204, 0.052, -0.322], [2.012, -1.099, -1.619], [-1.110, 1.754, -1.508], [3.313, -0.949, -0.499], [0.032, -0.253, -0.027], [-1.347, -1.569, -1.929], [2.976, 0.220, 1.478], [-0.722, -1.509, 1.820], [-1.509, 0.050, 2.062], [1.316, 1.751, -1.965], [-0.498, -2.437, -0.637], [1.618, 2.452, -0.281], [1.398, 0.803, 1.847], [-2.266, -2.427, -0.698], [-2.481, -1.367, 1.678], [-1.778, 2.193, 0.556]], "gap_ev": 7.5, "e_above_lowest_kj_mol": 456.1, "e_lumo_ev": 0.8}

=====

6.
{"formula": "C6H16N2O", "method": "ωB97M-V/def2-TZVPD", "species": ["O", "N", "N", "C", "C", "C", "C", "C", "C", "H", "H", "H", "H", "H", "H", "H", "H", "H", "H", "H", "H", "H", "H", "H", "H"], "xyz": [[-0.864, 2.634, 1.046], [-0.236, -3.190, -1.400], [0.019, 0.004, 1.722], [1.527, -0.003, -0.211], [0.758, -2.388, -0.689], [0.011, 1.973, 0.149], [0.603, -0.915, -1.035], [-2.232, 2.390, 0.810], [0.807, 0.849, 0.834], [-2.524, 2.731, -0.192], [-0.557, 1.577, -0.702], [-0.216, -4.152, -1.083], [-0.563, 0.583, 2.316], [0.713, 2.720, -0.234], [-2.794, 2.957, 1.552], [-0.035, -3.209, -2.393], [1.795, -2.697, -0.884], [-0.595, -0.615, 1.203], [0.791, -0.774, -2.104], [2.098, 0.664, -0.863], [-0.449, -0.644, -0.888], [2.262, -0.621, 0.314], [1.577, 1.325, 1.449], [0.591, -2.524, 0.384], [-2.489, 1.327, 0.898]], "gap_ev": 10.1, "e_above_lowest_kj_mol": 139.4, "smiles": "COC[C@@H](N)CCCN", "e_lumo_ev": 1.0}

=====

7.
{"formula": "C6H16N2O", "method": "ωB97M-V/def2-TZVPD", "species": ["O", "N", "N", "C", "C", "C", "C", "C", "C", "H", "H", "H", "H", "H", "H", "H", "H", "H", "H", "H", "H", "H", "H", "H", "H"], "xyz": [[-1.373, -1.110, -1.260], [-2.399, 1.061, 0.373], [0.721, -1.072, -0.164], [1.287, -1.883, -1.245], [1.543, 2.074, 0.279], [-0.598, -0.404, -0.533], [-1.762, -0.892, 1.677], [-1.268, 0.216, 0.748], [1.716, 1.004, -0.730], [2.269, -2.255, -0.945], [2.545, 0.331, -0.585], [-2.997, 0.522, -0.249], [1.571, 1.685, 1.296], [-0.547, 0.835, 1.284], [-2.287, -0.451, 2.525], [-2.446, -1.550, 1.138], [0.641, -2.723, -1.505], [2.395, 2.766, 0.180], [-2.079, 1.858, -0.168], [-0.945, -1.504, 2.069], [1.403, -1.271, -2.140], [-0.134, 0.535, -1.072], [0.599, -1.665, 0.656], [1.514, 1.240, -1.766], [0.631, 2.653, 0.138]], "gap_ev": [8.4, 6.2], "e_above_lowest_kj_mol": 510.2, "e_lumo_ev": [-0.2, -1.4]}

=====

8.
{"formula": "C6H16N2O2P", "method": "ωB97M-V/def2-TZVPD", "species": ["P", "O", "O", "N", "N", "C", "C", "C", "C", "C", "C", "H", "H", "H", "H", "H", "H", "H", "H", "H", "H", "H", "H", "H", "H", "H", "H"], "xyz": [[0.367, -0.348, 2.316], [-0.031, 0.936, 2.972], [1.391, -1.149, 3.056], [-0.900, -2.653, 1.698], [-1.018, -1.330, 1.937], [1.116, 2.734, -1.629], [2.414, 1.438, 0.204], [-1.922, -0.524, 1.126], [-1.741, -0.661, -0.399], [1.643, 1.424, -1.174], [-3.415, -0.851, 1.485], [1.642, 3.588, -1.393], [2.626, 0.503, 0.583], [-2.535, -1.000, -0.933], [-4.078, -0.112, 0.995], [1.870, 1.931, 0.938], [3.420, 2.003, 0.145], [-1.577, 0.378, -0.798], [-0.857, -1.224, -0.710], [1.161, 2.844, -2.776], [-3.644, -1.881, 1.440], [0.119, 2.956, -1.264], [0.744, 0.638, -1.077], [-1.881, 0.502, 1.395], [-3.448, -0.596, 2.566], [-0.265, -3.011, 2.447], [2.312, 1.075, -1.975]], "total_charge": -1, "gap_ev": [7.2, 6.5], "e_above_lowest_kj_mol": 373.4, "e_lumo_ev": [3.5, 3.5]}

=====

9.
{"formula": "C6H16N2P", "method": "ωB97M-V/def2-TZVPD", "species": ["P", "N", "N", "C", "C", "C", "C", "C", "C", "H", "H", "H", "H", "H", "H", "H", "H", "H", "H", "H", "H", "H", "H", "H", "H"], "xyz": [[-1.917, -2.230, 0.028], [-0.490, 0.274, -0.320], [0.106, -0.512, -2.672], [-0.440, 2.278, 0.943], [1.677, 1.098, 0.241], [0.138, -1.581, -1.958], [-0.325, -1.364, -0.574], [0.172, 0.040, 1.977], [0.213, 0.937, 0.799], [-1.418, 0.506, -0.418], [2.459, 1.460, 0.972], [-1.197, -3.335, 0.348], [-2.211, -2.836, -1.263], [1.178, -0.427, 1.966], [1.909, 0.130, -0.196], [0.374, -2.634, -2.293], [0.248, -0.573, -3.690], [0.402, -1.745, 0.129], [-0.129, 0.477, -1.398], [-0.303, 3.072, 0.104], [1.540, 1.796, -0.551], [0.101, 2.946, 1.691], [-0.699, -0.613, 1.870], [0.052, 0.680, 2.936], [-1.440, 2.156, 1.330]], "total_charge": 1, "gap_ev": 11.0, "e_above_lowest_kj_mol": 38.7, "smiles": "[H]/N=C/[C@H](P)[NH2+]C(C)(C)C", "e_lumo_ev": -3.4}